ORCA calculation (ωB97M-V/def2-TZVPD) on C30H34N3O9ReS3 as an isolated structure at a distorted geometry.

Properties
* spin multiplicity: 2
* energy above the lowest of the compared OMol25 structures with the same formula, charge and spin: 124.9 kJ/mol
* HOMO-LUMO gap (alpha / beta): 5.64 / 6.41 eV
* charge: +1
* LUMO energy (alpha / beta): -5.63 / -5.02 eV

Positions of all 80 atoms, in Å:
Re -0.03792 -0.69486 -0.03300
O 2.92886 0.93344 2.19056
C 2.05538 0.21491 1.76036
O 1.93463 -0.12823 0.51691
C 0.94891 -0.32885 2.65417
C 0.94049 -0.39210 4.03765
C -0.20305 -0.87687 4.66699
C -1.28414 -1.31172 3.90897
C -1.17443 -1.24178 2.52951
N -0.09270 -0.75163 1.94483
C -2.18994 -1.78518 1.52156
O -3.13015 -2.44461 1.87949
O -1.85203 -1.54325 0.29849
H 1.81156 -0.07400 4.58650
H -0.24823 -0.92095 5.74580
H -2.19841 -1.68294 4.34216
C -1.54973 -1.05632 -5.21004
C -0.42645 -0.25411 -4.54117
C 0.94663 -0.59349 -5.14667
C -0.69582 1.25491 -4.65100
C -0.35045 -0.55148 -3.13647
N -0.19953 -0.73471 -2.00733
H -1.62088 -0.77152 -6.25717
H -2.50381 -0.85143 -4.73164
H -1.35176 -2.12321 -5.15333
H 0.95217 -0.34318 -6.20467
H 1.16503 -1.65274 -5.03830
H 1.72319 -0.01936 -4.64797
H -0.67906 1.54397 -5.69853
H 0.06884 1.80695 -4.11283
H -1.66684 1.50222 -4.23194
C 4.82559 2.48530 -0.39152
C 3.80657 2.01215 -1.39541
S 2.07433 2.05357 -0.72209
O 1.33729 1.35336 -1.77728
C 1.66037 3.86723 -0.91317
C 0.92692 4.13783 -2.20286
H 5.82230 2.34541 -0.80320
H 4.75075 1.91078 0.52775
H 4.70520 3.53848 -0.15586
H 3.95191 0.96449 -1.64891
H 3.79841 2.60705 -2.30479
H 2.59882 4.40885 -0.82998
H 1.03123 4.10973 -0.05979
H 1.56487 3.96479 -3.06606
H 0.59012 5.17143 -2.22299
H 0.05722 3.48853 -2.26800
O -4.65405 2.00585 1.70297
S -3.40710 1.54659 2.20992
O -3.39800 0.46868 3.15940
N -2.35353 1.14568 0.99557
C -1.21848 1.74550 1.13708
O -0.20133 1.46613 0.42409
C -1.13264 2.72521 2.24315
C -0.01157 3.40051 2.70232
C -0.14687 4.19958 3.82912
C -1.36748 4.31720 4.47932
C -2.48422 3.61377 4.03190
C -2.34137 2.82629 2.91500
H 0.93982 3.28129 2.20553
H 0.71522 4.72258 4.21242
H -1.45064 4.93993 5.35894
H -3.43252 3.67067 4.54413
C 1.78652 -3.71233 -1.01855
S 0.74233 -2.98514 0.27778
O 1.48732 -3.02899 1.51851
C -0.56699 -4.20287 0.36985
C -0.64600 -5.02770 1.47492
C -1.70531 -5.91515 1.56561
C -2.66216 -5.95622 0.56511
C -2.56072 -5.12739 -0.54365
C -1.50834 -4.23448 -0.64393
H 2.14865 -4.67255 -0.66426
H 2.61166 -3.03481 -1.19958
H 1.17352 -3.82504 -1.90335
H 0.11350 -4.96085 2.23862
H -1.78115 -6.57497 2.41562
H -3.49488 -6.63868 0.64943
H -3.30014 -5.17753 -1.32688
H -1.41533 -3.54767 -1.47381


ORCA calculation (ωB97M-V/def2-TZVPD) on C30H34N4O2PPdS as an isolated structure at a distorted geometry.

Properties
* HOMO-LUMO gap (alpha / beta): 6.11 / 6.42 eV
* charge: +1
* LUMO energy (alpha / beta): -3.89 / -3.69 eV

Positions of all 73 atoms, in Å:
Pd -0.83624 -0.61832 -0.19238
C 6.05916 -1.70852 -1.07488
C 5.33116 -2.77422 -0.56938
C 4.00116 -2.60082 -0.23788
C 3.39826 -1.35772 -0.39548
C 4.12696 -0.29262 -0.91428
C 5.45776 -0.47182 -1.24638
P 1.65116 -1.22932 0.14172
C 1.13126 0.27938 -0.78328
C 1.31956 1.58838 -0.30848
C 1.07656 2.66868 -1.13158
C 0.62346 2.47968 -2.43358
C 0.41106 1.19778 -2.91628
C 0.66076 0.09638 -2.10548
C 1.85176 -0.57752 1.83062
C 3.07046 -0.41902 2.44802
C 3.13616 -0.05282 3.79892
C 1.98966 0.09008 4.53172
C 0.71836 -0.08692 3.94522
C -0.47574 -0.00522 4.69332
C -1.68754 -0.22022 4.10032
C -1.76784 -0.49472 2.72022
C -0.62924 -0.57352 1.96512
C 0.64146 -0.40362 2.55882
H 7.09806 -1.84072 -1.33308
H 5.79746 -3.73772 -0.43358
H 3.41496 -3.41772 0.16412
H 3.66276 0.67578 -1.04208
H 6.02856 0.35878 -1.63548
H 1.68696 1.73668 0.69792
H 1.25076 3.67208 -0.76928
H 0.46366 3.33258 -3.07418
H 0.06796 1.05138 -3.93158
H 0.61536 -0.91402 -2.51408
H 3.98916 -0.57802 1.90332
H 4.10256 0.08668 4.26102
H 2.03856 0.33518 5.58202
H -0.41214 0.22138 5.74772
H -2.59854 -0.18422 4.67922
H -2.74004 -0.65462 2.26642
C -1.70014 4.77678 -0.78428
N -1.68294 3.74068 0.22782
C -1.45574 4.12188 1.60592
C -1.75264 2.49428 -0.10138
N -1.87774 1.38678 -0.42238
H -0.73854 5.29578 -0.81468
H -2.48384 5.50568 -0.56348
H -1.89024 4.33108 -1.76058
H -0.51544 4.67208 1.70462
H -1.40564 3.22948 2.22912
H -2.27114 4.76028 1.95412
O -2.93234 -1.63422 -0.08928
S -3.75244 -1.91852 -1.31188
C -2.84784 -1.10182 -2.69688
C -3.77204 -0.05492 -3.28978
C -4.51944 0.54828 -2.10658
C -5.07764 -0.62982 -1.33318
H -2.54114 -1.86922 -3.40318
H -1.95214 -0.65282 -2.23048
H -4.47924 -0.51422 -3.98328
H -3.20814 0.70298 -3.83418
H -5.30764 1.23018 -2.42388
H -3.81224 1.09198 -1.47728
H -5.93974 -1.06972 -1.83188
H -5.32364 -0.40232 -0.29948
N 0.66126 -4.60042 -0.65798
C -0.36634 -3.72142 -0.56848
N -1.23234 -3.88632 0.45052
O -0.49774 -2.80772 -1.38978
H 0.71056 -5.41702 -0.07688
H 1.25746 -4.55212 -1.46588
H -1.07114 -4.54192 1.19252
H -1.94784 -3.17082 0.55932